# 1
C42H58BrN8O2 | ωB97M-V with the def2-TZVPD basis set

Each line ends with the Mulliken spin population.
CARTESIAN COORDINATES (ANGSTROEM)
C 3.48951 -5.88157 -0.94553  0.006
C -0.32245 -6.16530 -1.46204  0.140
C 0.97918 -1.14794 -4.25472  0.000
H 3.04435 -7.70720 0.07885  0.011
C -4.12210 1.79456 -2.64551  0.000
H 2.35276 -3.48846 -0.81255  0.010
H -2.42425 -3.59047 -1.55576  0.005
H 1.31847 -0.15355 -3.96457  -0.001
C 1.30907 -0.29227 1.53846  0.008
C -2.20526 -4.61372 -1.25061  -0.010
H -0.20781 -0.46936 5.77706  0.000
C 3.22299 1.31131 9.00667  0.000
O -3.21873 3.20243 -0.11865  0.000
H 1.20888 6.63544 -6.78940  0.000
N -0.73366 -4.89528 -1.29362  0.190
N 1.31855 0.11263 2.91595  -0.002
C 1.59918 -4.23215 -1.02573  0.049
C 3.83299 -7.13782 -0.39047  0.055
N -4.19382 3.41476 2.12182  0.000
C 2.36948 2.01033 11.11009  0.000
C -2.14116 4.79651 -3.97252  0.000
C 0.98213 1.70535 9.22656  0.000
C -3.02271 2.58331 -3.04269  0.000
H 7.82751 -8.11313 -0.53164  0.003
C 7.37418 -7.60496 -1.38273  -0.004
C -3.12935 2.91055 1.09211  0.000
H 1.85315 -1.23017 1.42698  -0.001
H -0.67394 4.30998 -2.41739  0.000
C -0.82992 4.91995 -3.29489  0.000
H -0.88697 -0.89980 -3.28518  0.002
H 0.97125 8.01565 -5.66301  0.000
C 4.54403 -5.14486 -1.52118  0.070
N -0.59485 -1.09713 -4.23166  -0.003
C 2.23785 0.97858 3.34005  0.001
H 4.38886 -4.18631 -1.99395  0.014
H 3.91913 0.90683 7.04707  0.000
C -5.56762 3.69291 -3.02962  0.000
C 1.04567 -6.53790 -1.35026  0.025
N -5.26297 2.41632 -2.56607  0.000
H -3.25831 5.41850 -5.69723  0.000
H -2.69746 -4.97152 -0.34627  -0.001
C 0.16803 5.73751 -3.82863  0.000
N 6.09333 -6.98953 -1.18096  0.109
H 1.52374 1.80457 11.76621  0.000
C 2.30256 1.34099 4.70829  0.000
H -2.00545 2.22641 -2.97772  0.000
C 1.73032 1.01883 7.08199  0.000
C -1.17926 6.10357 -5.73785  0.000
H -4.61284 5.05666 3.43883  0.000
C -6.40198 1.58991 -2.09166  0.000
C -3.77419 4.70428 2.83835  0.000
C 0.22358 -3.92869 -1.09138  0.102
H 6.63593 -5.24891 -2.13964  0.004
H -1.33296 3.04763 2.30651  0.000
H 3.11832 1.97355 5.02579  0.000
H -6.77915 0.95641 -2.89448  0.000
H -2.93733 4.57485 3.52465  0.000
C -2.30670 5.45782 -5.18803  0.000
H 7.24553 -8.37341 -2.14499  0.004
H 2.04860 6.61387 -5.31769  0.000
C 0.46749 -0.53666 3.73333  0.001
H -4.51302 5.60597 -3.31188  0.000
H 1.11726 6.04684 -3.41672  0.000
H -2.66731 -5.31884 -1.94156  0.004
H -0.13126 -2.91920 -0.94504  -0.009
C -3.20283 3.93972 -3.36814  0.000
H -7.20628 2.25794 -1.78356  0.000
H 3.30300 1.57669 11.46870  0.000
H -3.44949 5.48791 2.15380  0.000
H 0.20711 1.87889 9.95842  0.000
C 5.81792 -5.71579 -1.61117  0.002
H 2.55774 3.07426 10.96620  0.000
H 1.27568 -7.56788 -1.57969  0.014
H -0.27823 1.36161 7.49565  0.000
C 0.72286 1.35057 7.90074  0.000
H -4.93690 3.72806 1.51374  0.000
N -0.00759 6.26381 -5.05725  0.000
H 1.25925 -1.38409 -5.28131  0.000
C 2.00935 -5.57252 -1.12065  0.164
H 0.26822 -0.46153 1.26265  -0.006
H 2.85391 1.43042 2.57669  0.000
C 1.54841 0.71150 5.62595  0.000
H -3.99067 0.82030 -2.19836  0.000
N 2.18914 1.58555 9.77907  0.000
H -0.22403 -1.26258 3.33180  0.001
H -4.57766 2.74877 2.77697  0.000
H -2.19622 1.53642 2.35441  0.000
H -1.24525 1.81346 0.92495  0.000
H 1.34997 -1.87071 -3.52793  0.005
H 4.12275 0.96175 9.49108  0.000
H -2.20920 -3.52325 -6.01362  0.000
H -0.96805 -0.41745 -4.87884  0.000
H -1.12750 -6.85178 -1.67894  0.014
C 0.57365 -0.18561 5.08771  0.000
H 1.83158 0.44010 0.92306  0.000
C 1.10033 6.93662 -5.74748  0.000
H 5.41136 -8.67985 -0.22094  0.004
H -6.00898 1.07039 -1.21773  0.000
C -1.62251 -2.60580 -6.06017  0.001
C 3.04048 1.10472 7.64306  0.000
H -6.56277 3.98216 -2.72561  0.000
C -1.18254 -2.45461 -4.61026  0.012
H -1.29014 6.46292 -6.75026  0.000
C 5.09131 -7.70343 -0.55345  0.015
Br -1.58387 -0.43042 -0.93902  0.001
H -2.25860 -1.79932 -6.42499  0.000
H 8.10971 -6.84150 -1.63616  0.001
O -1.04572 -3.38921 -3.87523  -0.011
C -4.50160 4.52605 -3.30620  0.000
C -1.84724 2.31863 1.68027  0.000
H -0.84930 -2.77156 -6.81035  0.000

Atoms 1-2, force components in eV/Å:
-2.2 -0.6 -0.7
2.4 -1.5 0.2

Output
Spin multiplicity = 2
Charge = +6
Kohn-Sham gap (alpha / beta) = 1.95 / 6.17 eV
<S²> = 0.769
Molecular weight = 786.88 g/mol
E_tot = -130489.0123 eV

---

# 2
C16H18B2N6O2Pt | ωB97M-V with the def2-TZVPD basis set

Each line ends with the Mulliken spin population.
CARTESIAN COORDINATES (ANGSTROEM)
B -0.21647 0.23498 -3.51371  0.015
C 0.49383 2.85854 -3.18737  0.021
H 1.19584 -0.49588 7.09923  0.003
H 1.93454 -2.42389 -0.38534  -0.012
H 0.54871 3.02226 -4.23475  0.002
H -2.03890 -2.08341 0.49079  -0.008
N 0.77087 -0.91772 -3.02086  -0.030
H 1.01054 4.67248 -1.96470  0.001
C -1.36788 -1.85391 1.33627  0.117
H -3.56399 -0.79884 -0.63081  0.002
C 1.77811 -2.16032 -1.43922  -0.002
H -4.88722 -0.90582 -3.03567  0.002
H -1.30715 -1.26728 2.21117  -0.009
H 1.68474 -1.69180 -4.70993  0.002
B 0.23574 0.04303 1.77624  0.368
N 0.95653 -1.11286 -1.67975  0.375
H -0.10039 0.38428 -4.68102  0.000
C 1.60655 -1.76313 -3.64636  0.015
C 2.25354 -2.55662 -2.68501  0.010
H 1.11986 2.00140 6.82963  0.004
H -2.84749 -0.29980 -4.89405  0.000
C -3.17098 -0.61742 -1.58203  -0.022
C 1.15485 1.34219 5.95411  0.201
H 1.01853 3.00486 4.49916  0.003
N 0.32998 1.59405 -1.40669  0.352
C -3.85425 -0.68107 -2.85818  0.016
H 0.60022 2.90499 0.17638  -0.023
C 0.73169 3.66304 -2.04968  0.014
N -1.68684 -0.14781 -3.12591  -0.038
C 0.99617 1.07682 3.61178  0.277
C 1.31960 -0.90300 5.00375  -0.048
H 1.40337 -1.98994 5.09647  0.003
C 0.57066 2.83642 -0.92301  0.012
H -0.50056 -2.47561 1.11480  -0.024
C 1.22821 -0.04554 6.10766  0.199
C 1.22166 -0.30666 3.76998  0.238
C 1.07530 1.93786 4.68703  -0.052
O 0.97315 -0.93239 2.59572  0.057
N 0.18483 1.61511 -2.77975  -0.023
H -1.79116 -2.19330 2.32689  0.036
N -1.93324 -0.25427 -1.80037  0.287
O 0.35647 1.31129 2.43507  0.096
C -2.84582 -0.37729 -3.82047  0.005
H 2.99571 -3.30908 -2.81684  0.001
Pt 0.36251 0.06106 -0.25066  1.556

Atoms 1-2, force components in eV/Å:
-0.3 0.2 -0.2
-0.1 -0.3 1.7

Output
Spin multiplicity = 5
Charge = +2
Kohn-Sham gap (alpha / beta) = 8.18 / 4.15 eV
<S²> = 6.028
Molecular weight = 543.06 g/mol
E_tot = -34497.8300 eV

---

# 3
C54H46GeP2PdSi | ωB97M-V with the def2-TZVPD basis set

Each line ends with the Mulliken spin population.
CARTESIAN COORDINATES (ANGSTROEM)
C -0.47290 4.57870 0.10961  -0.004
C 1.74044 1.77781 -3.10137  0.008
C 3.77216 -1.90496 4.22028  0.005
Ge 2.14187 -0.65248 0.47077  0.009
H 7.15423 -2.17635 4.43666  0.000
C 2.84645 -0.16347 -4.73812  -0.001
C -4.67392 0.80385 1.86742  -0.010
C -1.60859 5.25806 -0.31290  0.005
H -1.57566 3.39441 3.44441  0.000
C 5.05817 -2.13223 4.76807  0.003
H -4.74645 2.48586 -2.37646  0.000
H 0.50675 5.01304 -0.03686  0.000
C -1.78272 0.08289 4.15779  -0.011
C 6.17893 -2.00082 4.00398  -0.001
H 6.96022 -1.54548 2.03992  0.000
H -1.92900 3.95655 -5.24290  0.001
C 4.51063 -2.34157 -2.57224  -0.014
C -3.44587 3.32782 -3.86595  0.005
H -3.06188 -4.44663 -3.86959  0.000
C 3.65414 -1.53241 2.85541  -0.041
C -1.74209 1.25121 3.39673  -0.020
P -0.38816 0.28024 -2.23518  -0.033
H -4.65349 1.63877 2.55833  0.000
H 4.11079 -0.37209 -1.82168  0.004
C -1.31510 -1.56462 -4.15998  -0.002
H -4.73573 -2.23105 -0.53578  0.000
H 3.07505 -5.19773 -1.45399  0.000
C -2.99432 3.46532 0.49928  0.013
C -4.70942 -1.37873 0.13156  0.004
H 5.13405 -2.41394 5.81089  0.001
H 0.28967 2.81508 1.06592  0.006
H 5.23537 -1.99584 -3.29823  0.000
H -0.89180 -0.91792 -4.91862  0.001
C 2.88822 2.05724 -3.82169  -0.001
C 2.35324 -1.28451 2.31441  0.045
C -1.38980 -2.83546 1.07105  0.020
H 4.71150 -4.39993 -3.12750  0.001
H -6.79518 0.54403 1.98934  0.000
H 4.32043 1.31019 -5.23427  0.000
C 2.67525 -3.23377 -0.69132  0.041
C -3.49396 0.33723 1.28636  -0.018
C 4.84253 -1.41410 2.08737  0.005
C 1.12994 0.52143 -3.19574  0.009
C -2.17475 3.30084 -4.41886  -0.001
H -2.08651 -3.65391 0.87533  0.002
H 0.27043 -1.19780 2.71218  0.057
H -2.92095 -3.85040 -1.48366  0.000
H 4.00093 1.09776 0.21384  0.013
H 3.34699 3.03375 -3.74804  0.000
H -3.74694 5.23297 -0.44542  0.000
H -1.46171 1.42782 7.24138  0.000
H 2.76332 1.64395 1.34656  0.000
H 1.29147 2.54487 -2.47761  0.003
H -1.73387 -0.75823 6.12767  0.000
C -1.21401 2.42333 -3.93370  0.007
H -4.19178 4.00648 -4.25603  0.000
C -1.60224 2.48255 4.02873  0.001
C 2.92329 1.15916 0.38359  0.100
H 1.98195 -3.58980 0.06244  -0.003
H 2.49326 1.76194 -0.41667  -0.010
C -1.98552 -2.71722 -4.53249  0.000
H -1.90439 -0.87443 3.66339  -0.003
Si -1.79199 -1.42712 -0.05523  0.178
Pd -0.25953 0.23341 0.14550  0.428
C -3.75678 2.47770 -2.81307  0.000
C -1.53993 1.37783 6.16411  -0.001
H -1.51140 6.21962 -0.79781  0.000
C -1.19792 -1.24317 -2.80905  0.018
C 1.70799 -0.45537 -3.99614  0.007
C -5.88961 -0.89580 0.67909  0.000
H -3.97579 3.02724 0.62598  0.000
C -5.87299 0.18516 1.55346  0.002
H 1.27744 -1.44627 -4.05023  0.001
H 3.27872 -0.92716 -5.36973  0.000
C -0.59715 3.34356 0.72204  0.024
C 6.06836 -1.63894 2.64429  0.001
C -2.46616 -3.20693 -2.22604  0.004
C 1.25157 -1.41528 3.11856  0.049
C -1.51758 1.57532 -2.87218  0.023
H 0.48340 -1.90751 5.08302  0.001
C 3.87868 -1.42829 -1.73680  0.042
C 3.43482 1.08601 -4.65524  0.000
H -6.82991 -1.37160 0.43520  0.000
C 4.21646 -3.69303 -2.47512  0.026
C -1.68980 0.14667 5.53706  0.000
C 3.29536 -4.14171 -1.53577  -0.011
H -2.07071 -2.97452 -5.57934  0.000
H 2.70217 -2.33272 6.04409  0.000
C -3.49051 -0.77610 0.44145  0.013
C -2.86406 4.70438 -0.11326  -0.002
H -3.04507 0.95852 -1.48930  -0.019
C -1.86175 2.77862 0.91950  0.000
H 4.77453 -1.15494 1.03667  -0.003
H -0.23684 2.40001 -4.39739  0.001
C 2.60071 -2.04026 5.00622  0.003
P -1.88819 1.09680 1.59831  -0.016
C -2.79412 1.61654 -2.31445  0.022
H -1.38287 3.49761 5.90237  0.000
C 2.96265 -1.87040 -0.78604  0.039
C -1.79991 -2.04542 -1.82845  -0.029
C -2.54886 -3.54297 -3.56946  0.000
C -1.49511 2.54044 5.41208  0.000
H -0.37572 -3.19479 0.88741  -0.013
C 1.37133 -1.80329 4.47281  0.015
H -1.48683 -2.56905 2.12304  0.000

Atoms 1-2, force components in eV/Å:
0.0 0.0 0.0
0.0 -0.1 0.1

Output
Spin multiplicity = 2
Charge = +1
Kohn-Sham gap (alpha / beta) = 6.42 / 6.21 eV
Energy relative to the best compared isomer or geometry (same formula, charge and spin) = 0.0 kcal/mol
<S²> = 0.756
Molecular weight = 964.03 g/mol
E_tot = -143193.1632 eV

---

# 4
C3H8O2 | ωB97M-V with the def2-TZVPD basis set

Each line ends with the natural charge from an NBO analysis.
CARTESIAN COORDINATES (ANGSTROEM)
H 2.86696 -0.14181 -1.23795  0.458
H 0.53367 0.57505 1.78495  0.217
H 0.02222 -0.99096 0.72551  0.287
O -0.21315 -0.29539 -1.38422  -0.687
C -1.87725 0.21221 0.29701  -0.663
H -2.54517 -0.43725 -0.26764  0.234
H 1.49840 0.92360 0.32562  0.242
H -2.10656 1.25678 0.05319  0.235
C 0.58717 0.44999 0.71054  -0.331
H 1.45166 -0.73260 -1.29834  0.492
C -0.44920 -0.02979 -0.17909  0.280
O 2.33363 -0.85263 -0.85670  -0.981
H -2.03726 0.07288 1.37261  0.216

Atoms 1-2, force components in eV/Å:
0.0 -0.3 0.0
-1.0 0.1 0.0

Output
Spin multiplicity = 1
Charge = 0
Kohn-Sham gap = 9.30 eV
Energy relative to the best compared isomer or geometry (same formula, charge and spin) = 82.9 kcal/mol
Molecular weight = 76.09 g/mol
E_tot = -7332.4573 eV